The following is a quantum chemistry calculation of a molecular structure, C14H9BCl6IrN at a distorted geometry, from OMol25.

Geometry (Å):
1 Ir 0.1087 0.4087 0.4135
2 Cl 2.0262 1.4768 3.2335
3 C 2.2786 -0.0806 2.5533
4 C 1.5323 -0.4974 1.4561
5 C 1.7854 -1.7423 0.9079
6 Cl 0.8137 -2.1004 -0.4829
7 C 2.7238 -2.6139 1.4075
8 Cl 2.9766 -4.1359 0.6785
9 C 3.4581 -2.1979 2.5265
10 Cl 4.6258 -3.2379 3.1912
11 C 3.2395 -0.9336 3.0948
12 Cl 4.1540 -0.4361 4.4465
13 Cl -0.8261 2.1889 2.1529
14 C -1.7621 2.5656 0.7396
15 C -1.8893 3.8638 0.3203
16 C -2.4541 4.0997 -0.9294
17 C -2.8669 3.0430 -1.7454
18 C -2.7402 1.7496 -1.3099
19 C -2.1965 1.4687 -0.0346
20 C -2.0565 0.1217 0.4214
21 H -1.5215 4.6766 0.9309
22 H -2.5418 5.1181 -1.2836
23 H -3.2770 3.2459 -2.7246
24 H -3.0644 0.9249 -1.9322
25 H -2.4179 -0.6592 -0.2373
26 H -2.1263 -0.1036 1.4827
27 B 1.0034 3.6938 -2.7864
28 C 0.8185 2.5649 -1.7548
29 N 0.6446 1.7111 -0.9861
30 H 1.3113 3.1860 -3.8410
31 H 1.9339 4.3733 -2.4183
32 H -0.0618 4.2563 -2.9108

Properties
Gap between HOMO and LUMO (alpha / beta): 0.2175 / 0.2240 Ha
Highest occupied orbital energy (alpha / beta): -12.31 / -12.29 eV
2S+1: 2
Charge: +1
Energy relative to the best compared isomer or geometry (same formula, charge and spin): 22.0 kcal per mole

Atom charges from the Mulliken analysis, given in e for atoms 1 to 5:
1. Ir 0.89
2. Cl -0.19
3. C 0.58
4. C -1.03
5. C 1.22